Formula: C41H24F9LiN5O10P
Source: OMol25
Level of theory: ωB97M-V with the def2-TZVPD basis set

Computed properties:
**Charge**: -2
**Lowest unoccupied orbital energy**: 0.13574 Eh

Structure (XYZ):
```
91
C41H24F9LiN5O10P | OMol25 | ωB97M-V with the def2-TZVPD basis set
Li 11.772 18.922 11.091
O 10.944 23.619 13.574
C 12.281 23.657 13.501
C 12.969 24.801 13.928
C 14.345 24.885 13.925
C 15.068 23.848 13.359
C 14.421 22.689 12.966
C 13.031 22.579 13.012
C 12.358 21.328 12.508
O 13.070 20.460 11.972
N 11.014 21.299 12.597
N 10.478 20.170 12.000
C 9.216 20.044 12.056
C 8.432 18.956 11.553
C 7.042 18.973 11.652
C 6.261 17.896 11.285
C 6.894 16.765 10.747
C 8.253 16.731 10.517
C 9.076 17.792 10.961
O 10.325 17.736 10.788
H 10.585 22.689 13.188
H 12.454 25.607 14.417
H 14.847 25.781 14.387
H 16.194 23.881 13.410
H 14.924 21.858 12.525
H 8.671 20.885 12.407
H 6.609 19.948 11.937
H 5.175 17.940 11.357
H 6.184 15.947 10.530
H 8.696 15.821 10.103
F 14.969 8.453 13.225
C 15.168 9.536 13.934
F 16.502 9.643 14.172
F 14.551 9.429 15.148
C 14.691 10.773 13.181
C 15.568 11.368 12.298
C 15.221 12.599 11.721
C 13.982 13.139 12.020
C 13.073 12.510 12.863
C 13.454 11.327 13.475
P 13.351 14.715 11.416
C 14.981 15.636 11.038
C 15.680 15.136 9.807
C 16.984 15.229 9.519
C 17.971 15.919 10.386
C 16.848 16.232 12.538
C 15.597 15.741 12.331
C 18.976 16.624 9.479
F 20.003 17.179 10.105
F 18.470 17.623 8.723
F 19.626 15.780 8.578
C 12.723 14.316 9.674
C 12.984 13.091 9.058
C 12.416 12.820 7.800
C 11.502 13.716 7.251
C 11.324 14.988 7.844
C 11.931 15.279 9.080
C 10.796 13.385 6.002
F 10.607 14.402 5.128
F 11.388 12.345 5.297
F 9.541 12.941 6.275
H 16.612 10.982 12.285
H 15.950 13.108 11.122
H 12.245 13.108 13.176
H 12.896 10.856 14.290
H 15.123 14.554 9.099
H 17.332 14.731 8.619
H 18.864 15.304 12.069
H 14.952 15.541 13.191
H 13.586 12.324 9.546
H 12.632 11.916 7.168
H 10.662 15.675 7.333
H 11.762 16.272 9.593
O 18.806 21.554 10.679
N 17.685 21.579 10.140
O 17.217 22.522 9.611
C 16.862 20.376 10.139
C 17.448 19.226 10.643
C 16.746 18.042 10.782
C 15.412 18.026 10.317
O 14.496 17.088 10.416
C 14.989 19.115 9.630
C 15.630 20.368 9.580
N 13.759 18.959 8.808
O 13.916 18.936 7.605
O 12.693 18.756 9.344
N 17.445 16.897 11.321
O 17.620 16.202 13.532
O 18.672 14.943 11.174
H 18.417 19.230 11.098
H 15.164 21.260 9.192
```



Formula: C41H27AsBrFNO4Ru
Source: OMol25
Level of theory: ωB97M-V with the def2-TZVPD basis set

Computed properties:
**<S²>**: 0.757
**Charge**: 0
**Lowest unoccupied orbital energy (alpha / beta)**: -0.04023 / -0.04133 Eh
**Spin multiplicity**: 2

Structure (XYZ):
```
77
C41H27AsBrFNO4Ru | OMol25 | ωB97M-V with the def2-TZVPD basis set
Ru 1.057 0.930 -0.732
Br 1.190 2.823 0.789
C -0.346 3.770 0.154
C -0.673 4.966 0.712
C -1.816 5.637 0.226
C -2.562 5.084 -0.775
C -2.218 3.832 -1.345
C -2.993 3.246 -2.375
C -2.640 2.033 -2.888
C -1.510 1.345 -2.393
C -0.699 1.862 -1.410
C -1.074 3.136 -0.876
H -0.072 5.398 1.502
H -2.090 6.592 0.652
H -3.438 5.600 -1.150
H -3.866 3.774 -2.740
H -3.238 1.580 -3.669
H -1.306 0.360 -2.800
O 4.134 2.065 -3.149
C 3.190 1.482 -2.662
O 2.385 1.991 -1.780
C 2.869 0.080 -3.138
C 3.802 -0.583 -3.932
C 3.567 -1.865 -4.394
C 2.387 -2.514 -4.078
C 1.468 -1.849 -3.289
C 1.690 -0.565 -2.815
N 0.206 -2.522 -2.960
O -0.594 -1.913 -2.270
O 0.013 -3.626 -3.413
H 4.717 -0.055 -4.166
H 4.306 -2.364 -5.007
H 2.168 -3.511 -4.431
H 0.803 -0.119 -2.323
F 5.668 -2.350 1.924
C 4.622 -1.647 1.435
C 4.529 -0.299 1.715
C 3.448 0.414 1.199
C 2.466 -0.195 0.411
C 2.610 -1.564 0.191
C 3.681 -2.301 0.664
H 5.293 0.179 2.312
H 3.424 1.477 1.411
H 1.897 -2.062 -0.452
H 3.780 -3.362 0.475
C -5.179 -0.378 -0.414
C -4.412 -1.516 -0.611
C -3.063 -1.517 -0.278
C -2.478 -0.374 0.250
C -3.249 0.768 0.440
C -4.595 0.765 0.115
As -0.586 -0.319 0.695
C -0.642 0.248 2.547
C -0.982 1.488 3.064
C -0.938 1.695 4.435
C -0.545 0.666 5.281
C -0.223 -0.580 4.768
C -0.283 -0.801 3.396
C -0.057 -2.101 2.731
C 0.271 -3.285 3.381
C 0.389 -4.462 2.659
C 0.173 -4.469 1.287
C -0.140 -3.290 0.627
C -0.245 -2.109 1.347
H -6.230 -0.381 -0.673
H -4.860 -2.410 -1.024
H -2.476 -2.411 -0.442
H -2.804 1.674 0.834
H -5.185 1.660 0.267
H -1.288 2.299 2.415
H -1.209 2.660 4.843
H -0.504 0.833 6.350
H 0.062 -1.379 5.440
H 0.430 -3.296 4.451
H 0.646 -5.381 3.170
H 0.253 -5.394 0.730
H -0.291 -3.297 -0.443
```



Formula: C41H27F20GeN3O2S3TeTi
Source: OMol25
Level of theory: ωB97M-V with the def2-TZVPD basis set

Computed properties:
**Charge**: 0
**Lowest unoccupied orbital energy**: -0.01525 Eh

Structure (XYZ):
```
99
C41H27F20GeN3O2S3TeTi | OMol25 | ωB97M-V with the def2-TZVPD basis set
Ti -0.549 -0.059 1.479
F 2.999 1.229 0.478
Te 2.136 1.752 2.144
F 3.383 3.078 2.748
F 1.450 1.752 3.991
F 3.401 0.581 2.870
F -1.299 1.149 2.632
O 1.033 -0.115 2.154
O -0.575 1.427 0.067
S -1.328 2.758 0.199
C -0.048 3.951 -0.071
C 1.014 3.655 -0.916
C 2.039 4.578 -1.027
C 1.985 5.771 -0.315
C 0.915 6.051 0.522
C -0.112 5.127 0.660
C -2.241 2.792 -1.334
C -3.170 3.807 -1.518
C -3.907 3.833 -2.691
C -3.718 2.847 -3.651
C -2.795 1.831 -3.441
C -2.045 1.793 -2.273
H 1.060 2.703 -1.428
H 2.892 4.356 -1.654
H 2.798 6.481 -0.398
H 0.894 6.971 1.089
H -0.929 5.305 1.347
H -3.317 4.566 -0.758
H -4.634 4.618 -2.854
H -4.297 2.867 -4.565
H -2.657 1.058 -4.185
H -1.340 0.994 -2.084
C -5.355 -2.299 0.033
C -5.215 -0.772 -0.033
C -5.356 -0.275 -1.477
C -6.228 -0.086 0.889
C -3.857 -0.434 0.423
N -2.777 -0.195 0.715
H -6.355 -2.574 -0.305
H -5.222 -2.662 1.053
H -4.621 -2.789 -0.607
H -6.356 -0.522 -1.836
H -4.625 -0.756 -2.127
H -5.219 0.806 -1.540
H -7.235 -0.364 0.574
H -6.137 1.000 0.836
H -6.091 -0.397 1.924
F 1.651 -6.217 0.476
C 2.544 -5.228 0.300
C 2.104 -3.970 -0.080
C 3.089 -3.012 -0.272
F 2.793 -1.778 -0.673
C 4.436 -3.289 -0.077
F 5.354 -2.345 -0.277
C 4.826 -4.553 0.317
F 6.113 -4.829 0.506
C 3.871 -5.539 0.507
F 4.242 -6.766 0.878
Ge 0.183 -3.626 -0.306
S -0.314 -1.536 -0.458
C -0.751 -4.583 1.148
C -2.056 -5.026 1.028
F -2.721 -4.889 -0.130
C -2.755 -5.618 2.066
F -4.020 -6.015 1.896
C -2.132 -5.793 3.287
F -2.789 -6.351 4.301
C -0.825 -5.374 3.447
F -0.223 -5.506 4.632
C -0.166 -4.781 2.388
F 1.076 -4.340 2.635
C -0.395 -4.381 -2.052
C -1.571 -3.966 -2.671
F -2.411 -3.110 -2.078
C -1.956 -4.401 -3.926
F -3.098 -3.971 -4.471
C -1.156 -5.288 -4.621
F -1.517 -5.714 -5.828
C 0.021 -5.726 -4.048
F 0.805 -6.581 -4.706
C 0.375 -5.269 -2.789
F 1.531 -5.743 -2.305
C 2.382 0.083 5.764
C 0.957 -0.344 5.778
C 0.149 -0.375 6.889
C -1.170 -0.806 6.736
N -1.658 -1.233 5.572
C -0.859 -1.219 4.514
S -1.352 -1.872 2.998
N 0.414 -0.760 4.624
C -2.117 -0.790 7.893
H 2.747 0.201 6.781
H 2.472 1.026 5.222
H 2.992 -0.656 5.244
H 0.532 -0.061 7.849
H 0.922 -0.631 3.740
H -1.599 -0.940 8.839
H -2.883 -1.549 7.757
H -2.610 0.185 7.929
```



The following energy above the lowest of the compared OMol25 structures with the same formula, charge and spin values (in kcal/mol) correspond, in order, to the records above: 0.0, 0.0, 2.0.